# 1
This record from OMol25 describes a molecular structure, C19H45I2O4P2SSiY in a non-equilibrium geometry. The level of theory is the ωB97M-V functional and the def2-TZVPD basis.

ORCA input file:
```
! wB97M-V def2-TZVPD RIJCOSX def2/J DEFGRID3
* xyz 2 1
I -0.675 3.686 -3.011
I -0.790 -2.337 -2.576
Y -1.133 0.824 -3.394
P -3.241 0.957 -1.769
C -3.069 1.240 -0.008
C -4.065 2.346 -2.501
H -5.080 2.184 -2.133
H -5.144 -0.256 -1.803
H -3.998 2.283 -3.595
H -4.102 -0.788 -3.167
H -2.441 2.113 0.230
H -3.606 3.271 -2.135
C -4.131 -0.540 -2.098
H -4.086 1.247 0.399
H -3.787 -1.404 -1.522
H -2.638 0.398 0.603
P 1.336 0.452 -4.370
C 2.712 0.577 -3.291
C 1.172 -1.105 -5.192
H 0.245 1.844 -6.036
H 2.001 1.451 -6.256
H 1.464 2.735 -5.078
C 1.232 1.775 -5.552
H 0.190 -1.225 -5.665
H 1.967 -0.997 -5.927
H 3.522 0.470 -4.008
H 2.691 -0.231 -2.561
H 1.344 -1.918 -4.483
H 2.721 1.546 -2.791
C 0.186 0.987 -1.165
O 0.777 1.154 -0.179
C -2.401 2.198 3.207
C -0.978 1.817 2.846
C -0.358 2.834 1.895
C -0.150 1.624 4.109
O -1.085 0.481 2.178
Si -0.232 -0.579 1.239
S -1.284 -0.486 -0.643
O 1.332 -0.522 1.527
C 2.765 -0.028 1.504
C 3.252 0.038 0.083
C 2.960 1.305 2.193
C 3.537 -1.076 2.254
O -0.821 -2.055 1.810
C -0.201 -3.415 1.877
C 0.049 -3.916 0.469
C 1.093 -3.370 2.672
C -1.251 -4.230 2.611
H -2.329 3.171 3.702
H -2.853 1.478 3.903
H -3.047 2.297 2.329
H -0.265 3.761 2.482
H 0.638 2.523 1.550
H -0.984 3.056 1.016
H -0.664 0.967 4.831
H 0.841 1.204 3.894
H -0.037 2.620 4.561
H 2.854 0.891 -0.471
H 4.339 0.178 0.135
H 3.062 -0.891 -0.468
H 2.708 1.283 3.261
H 4.046 1.482 2.137
H 2.492 2.154 1.685
H 3.151 -1.239 3.267
H 3.609 -2.025 1.711
H 4.556 -0.691 2.345
H 0.767 -3.267 -0.053
H 0.469 -4.932 0.521
H -0.886 -3.941 -0.105
H 0.945 -2.913 3.663
H 1.452 -4.404 2.811
H 1.838 -2.799 2.114
H -1.415 -3.833 3.623
H -2.207 -4.228 2.072
H -0.881 -5.257 2.691
*
```

## Properties
DFT total energy in Eh: -3055.54877

Results of the Mulliken charge analysis, in e, for atoms 1 through 6:
1 I -0.222
2 I 0.033
3 Y 0.260
4 P 1.119
5 C -1.237
6 C -1.304

***

# 2
This record from OMol25 describes a molecular structure, C19H45N7O10V in a non-equilibrium geometry. The level of theory is the ωB97M-V functional and the def2-TZVPD basis.

ORCA input file:
```
! wB97M-V def2-TZVPD RIJCOSX def2/J DEFGRID3
* xyz 1 3
V -0.018 0.144 -0.340
C 3.658 0.255 1.460
C 2.394 -0.528 1.838
C 2.187 -0.451 3.341
O 1.297 -0.085 1.151
H 3.559 1.307 1.737
H 3.912 0.071 0.414
H 4.533 -0.102 2.020
H 2.652 -1.573 1.564
H 3.036 -0.838 3.910
H 1.288 -0.961 3.695
H 2.104 0.598 3.658
N -1.166 2.836 -2.080
O -1.868 3.535 -1.331
O -0.848 3.195 -3.219
O -0.757 1.697 -1.677
C -2.288 -0.116 -4.065
C -2.562 -0.709 -2.713
O -1.676 -0.797 -1.872
N -3.842 -1.032 -2.440
C -4.299 -1.625 -1.193
H -2.331 0.971 -3.960
H -3.074 -0.350 -4.787
H -1.324 -0.447 -4.426
H -4.558 -0.775 -3.097
H -4.632 -2.656 -1.347
H -5.196 -1.092 -0.863
H -3.554 -1.560 -0.408
C 1.776 0.591 -4.070
C 1.862 -0.395 -2.940
O 0.992 -0.413 -2.062
N 2.863 -1.270 -2.940
C 3.004 -2.325 -1.953
H 2.410 0.315 -4.914
H 2.131 1.551 -3.698
H 0.745 0.683 -4.392
H 3.545 -1.223 -3.676
H 3.358 -3.232 -2.444
H 2.024 -2.602 -1.564
H 3.652 -2.040 -1.127
C 0.332 -3.568 1.625
C -0.365 -3.115 0.384
O -0.150 -1.997 -0.083
N -1.323 -3.885 -0.148
C -1.612 -5.261 0.251
H 0.527 -4.643 1.651
H -0.263 -3.368 2.518
H 1.301 -3.082 1.690
H -1.752 -3.481 -0.968
H -0.774 -5.895 -0.040
H -2.480 -5.618 -0.296
H -1.823 -5.334 1.313
C -3.520 -0.014 2.349
C -2.081 -0.114 1.933
O -1.769 -0.094 0.736
N -1.131 -0.199 2.854
C -1.263 -0.426 4.281
H -3.845 -0.918 2.864
H -4.127 0.144 1.464
H -3.646 0.832 3.025
H -0.197 -0.271 2.429
H -0.822 0.382 4.868
H -0.759 -1.351 4.570
H -2.307 -0.519 4.569
O 1.951 1.927 -1.040
C 2.573 2.985 -1.126
N 3.707 3.206 -0.421
C 2.058 4.125 -1.976
H 4.097 2.493 0.170
H 4.212 4.073 -0.453
H 1.112 4.522 -1.625
H 1.900 3.767 -2.993
H 2.810 4.914 -2.054
O -0.313 2.078 0.932
C -0.459 3.091 1.593
N -0.066 4.291 1.134
C -1.054 3.087 2.972
H -0.238 5.137 1.638
H 0.248 4.301 0.178
H -1.976 2.509 3.014
H -1.328 4.084 3.322
H -0.373 2.652 3.705
*
```

## Properties
Energy relative to the best compared isomer or geometry (same formula, charge and spin) in kcal per mole: 0.0
DFT total energy in Eh: -2830.54110

Results of the Mulliken charge analysis, in e, for atoms 1 through 6:
1 V 1.795
2 C -1.652
3 C 0.416
4 C -1.412
5 O 0.933
6 H 0.289

***

# 3
This record from OMol25 describes 3 unconnected molecules or ions with the total composition C19H46B3N2O8P in a non-equilibrium geometry. The level of theory is the ωB97M-V functional and the def2-TZVPD basis.

ORCA input file:
```
! wB97M-V def2-TZVPD RIJCOSX def2/J DEFGRID3
* xyz 0 1
C 6.270 -2.080 -0.573
B 4.921 -2.444 -1.497
O 3.662 -2.638 -0.698
B 2.635 -1.932 -1.541
C 1.878 -0.563 -1.021
C 0.360 -0.792 -0.446
C -0.767 -1.163 -1.577
C -0.945 -2.807 -1.772
C -0.516 -0.505 -3.056
C -0.373 1.127 -3.081
C -1.134 1.914 -1.861
C -0.400 3.109 -1.280
C -0.208 4.426 -2.292
C 0.209 3.138 0.261
O 2.409 -2.563 -2.888
B 3.686 -2.238 -3.608
P 3.470 -1.328 -5.298
O 4.809 -0.576 -5.672
O 3.084 -2.560 -6.510
O 2.205 -0.107 -5.242
O 4.975 -2.605 -2.987
H 6.443 -0.908 -0.596
H 7.249 -2.567 -0.991
H 6.104 -2.378 0.554
H 2.522 -0.158 -0.102
H 1.977 0.246 -1.861
H 0.335 -1.658 0.361
H -0.001 0.183 0.140
H -1.805 -0.742 -1.165
H -1.919 -3.084 -2.402
H -1.058 -3.371 -0.725
H -0.044 -3.282 -2.360
H -1.483 -0.769 -3.704
H 0.374 -1.076 -3.607
H 0.750 1.515 -3.163
H -0.894 1.492 -4.090
H -2.208 1.623 -1.431
H -1.032 5.247 -2.092
H -0.347 4.039 -3.412
H 0.879 4.870 -2.215
H 0.443 4.213 0.661
H -0.584 2.671 1.011
H 1.176 2.455 0.334
H 2.754 -3.384 -6.006
H 1.313 -0.492 -5.495
C -1.604 -6.005 3.394
O -0.848 -5.088 4.169
C 0.551 -5.074 3.871
C 0.928 -4.238 2.626
C 0.598 -4.926 1.303
N 0.287 -2.915 2.650
H -1.041 -6.913 3.161
H -1.948 -5.521 2.476
H -2.491 -6.285 3.967
H 1.033 -4.616 4.743
H 0.942 -6.096 3.803
H 2.015 -4.091 2.649
H -0.468 -4.887 1.062
H 1.127 -4.436 0.478
H 0.907 -5.976 1.319
H 0.594 -2.419 3.488
H -0.714 -3.065 2.813
C -1.898 6.159 1.939
O -2.360 4.818 1.888
C -2.985 4.363 3.092
C -4.460 4.800 3.248
C -4.625 6.264 3.653
N -5.228 4.553 2.019
H -1.537 6.436 2.933
H -2.692 6.838 1.616
H -1.073 6.262 1.229
H -2.962 3.268 3.039
H -2.387 4.642 3.968
H -4.897 4.194 4.051
H -4.462 6.952 2.819
H -5.642 6.444 4.017
H -3.931 6.529 4.456
H -5.199 3.554 1.811
H -4.707 4.975 1.245
*
```

## Properties
DFT total energy in Eh: -1878.81643
SMILES: CB1OB(CC[C@H](C)CCC=C(C)C)OB(P(=O)(O)O)O1.COC[C@@H](C)N.COC[C@@H](C)N

Results of the Mulliken charge analysis, in e, for atoms 1 through 6:
1 C -0.861
2 B 0.252
3 O -0.333
4 B 0.510
5 C -0.326
6 C 0.226

***

# 4
This record from OMol25 describes 4 unconnected molecules or ions with the total composition C19H48O7Si. The level of theory is the ωB97M-V functional and the def2-TZVPD basis.

ORCA input file:
```
! wB97M-V def2-TZVPD RIJCOSX def2/J DEFGRID3
* xyz 0 1
C 3.786 -2.369 2.115
C 4.277 -1.313 1.128
O 4.541 -0.060 1.723
C 3.435 0.568 2.338
C 2.306 0.959 1.388
C 1.187 -0.069 1.214
C 0.427 -0.354 2.500
C -0.946 -1.009 2.287
Si -0.959 -2.680 1.420
H 2.698 -2.400 2.172
H 4.161 -3.352 1.843
H 4.155 -2.112 3.108
H 5.221 -1.626 0.688
H 3.568 -1.197 0.302
H 3.034 -0.054 3.145
H 3.847 1.461 2.803
H 1.856 1.875 1.782
H 2.734 1.229 0.419
H 0.485 0.312 0.466
H 1.597 -0.990 0.797
H 0.246 0.602 3.002
H 1.009 -0.972 3.187
H -1.429 -1.136 3.258
H -1.567 -0.328 1.699
H -0.654 -3.774 2.371
H -2.275 -2.910 0.784
H 0.054 -2.746 0.342
C 1.169 1.126 -5.564
O 1.300 2.198 -4.646
C 0.201 2.323 -3.765
C 0.443 1.662 -2.425
O 0.607 0.259 -2.527
C 1.959 -0.158 -2.549
H 2.149 0.952 -6.006
H 0.830 0.212 -5.073
H 0.458 1.384 -6.355
H -0.703 1.915 -4.229
H 0.038 3.392 -3.597
H -0.430 1.841 -1.788
H 1.314 2.113 -1.937
H 2.381 -0.134 -1.537
H 2.569 0.468 -3.204
H 1.983 -1.183 -2.915
C -4.953 2.691 -6.607
O -4.978 1.510 -7.388
C -3.800 1.297 -8.142
C -2.843 0.338 -7.468
O -2.357 0.831 -6.232
C -3.049 0.322 -5.104
H -5.752 2.612 -5.872
H -4.001 2.810 -6.086
H -5.133 3.573 -7.231
H -3.296 2.249 -8.342
H -4.099 0.868 -9.103
H -1.979 0.192 -8.123
H -3.325 -0.635 -7.326
H -2.708 -0.690 -4.864
H -4.128 0.309 -5.266
H -2.828 0.974 -4.260
C -0.912 -0.771 9.154
O 0.409 -0.859 8.653
C 0.602 -1.914 7.729
C 0.530 -1.449 6.291
O -0.745 -0.940 5.943
C -0.835 0.472 6.005
H -1.021 0.211 9.612
H -1.654 -0.878 8.361
H -1.089 -1.537 9.917
H -0.128 -2.712 7.901
H 1.598 -2.328 7.909
H 0.728 -2.305 5.639
H 1.304 -0.696 6.103
H -0.356 0.920 5.127
H -0.374 0.876 6.908
H -1.892 0.734 6.000
*
```

## Properties
DFT total energy in Eh: -1568.71635
SMILES: CCOCCCCC[SiH3].COCCOC.COCCOC.COCCOC

Results of the Mulliken charge analysis, in e, for atoms 1 through 6:
1 C -0.925
2 C 0.218
3 O -0.483
4 C -0.401
5 C -0.767
6 C 0.216

***

# 5
This record from OMol25 describes a molecular structure, C19H49N5OSi2. The level of theory is the ωB97M-V functional and the def2-TZVPD basis.

ORCA input file:
```
! wB97M-V def2-TZVPD RIJCOSX def2/J DEFGRID3
* xyz 0 1
C -4.063 -0.670 1.017
C -4.703 -1.147 -0.047
Si -4.013 -2.257 -1.380
C -2.648 -1.463 -2.383
C -2.950 0.002 -2.762
C -1.675 0.832 -2.946
C -1.134 1.310 -1.605
N 0.243 1.804 -1.736
C 0.899 1.970 -0.500
N 0.572 2.922 0.267
N 1.880 0.957 -0.236
O -3.505 -3.719 -0.784
Si -2.196 -3.921 0.205
H -2.999 -0.813 1.180
H -4.591 -0.107 1.783
H -5.755 -0.878 -0.141
H -5.136 -2.556 -2.297
H -1.677 -1.541 -1.882
H -2.585 -2.062 -3.300
H -3.571 0.486 -2.000
H -3.534 0.028 -3.687
H -1.852 1.692 -3.598
H -0.902 0.227 -3.439
H -1.753 2.115 -1.204
H -1.182 0.474 -0.887
H 0.773 1.143 -2.292
H 1.112 2.905 1.129
H 2.065 0.914 0.759
H 2.756 1.169 -0.703
H -1.649 -2.604 0.605
H -2.624 -4.629 1.427
H -1.169 -4.711 -0.498
C 1.119 -3.695 -2.749
C 2.260 -4.356 -1.992
N 1.994 -5.745 -1.666
C 2.933 -6.305 -0.710
C 4.402 -6.438 -1.129
C 1.640 -6.599 -2.787
C 2.637 -6.711 -3.949
H 0.184 -3.802 -2.199
H 1.325 -2.630 -2.871
H 0.982 -4.115 -3.746
H 2.402 -3.828 -1.045
H 3.192 -4.216 -2.564
H 2.556 -7.286 -0.407
H 2.886 -5.678 0.186
H 4.556 -7.255 -1.833
H 5.015 -6.645 -0.250
H 4.780 -5.521 -1.582
H 0.686 -6.248 -3.188
H 1.432 -7.595 -2.386
H 3.032 -5.736 -4.237
H 2.136 -7.132 -4.822
H 3.478 -7.361 -3.713
C -1.946 4.800 3.682
C -0.987 5.732 4.408
N 0.397 5.549 4.006
C 1.346 6.218 4.877
C 1.316 7.750 4.944
C 0.651 5.661 2.578
C 0.279 6.973 1.876
H -1.636 3.761 3.800
H -2.949 4.910 4.096
H -2.007 5.019 2.616
H -1.037 5.521 5.480
H -1.338 6.769 4.281
H 2.349 5.893 4.590
H 1.182 5.827 5.887
H 1.737 8.209 4.050
H 1.907 8.091 5.796
H 0.302 8.130 5.078
H 0.120 4.851 2.076
H 1.713 5.454 2.414
H -0.705 7.331 2.183
H 0.245 6.808 0.797
H 1.001 7.767 2.062
*
```

## Properties
Energy relative to the best compared isomer or geometry (same formula, charge and spin) in kcal per mole: 0.0
DFT total energy in Eh: -1681.34565

Results of the Mulliken charge analysis, in e, for atoms 1 through 6:
1 C -0.510
2 C -0.232
3 Si 0.278
4 C -0.360
5 C -0.821
6 C -0.806

***

# 6
This record from OMol25 describes a molecular structure, C19H50ClInN9O4 in a non-equilibrium geometry. The level of theory is the ωB97M-V functional and the def2-TZVPD basis.

ORCA input file:
```
! wB97M-V def2-TZVPD RIJCOSX def2/J DEFGRID3
* xyz -1 1
C 6.814 -0.462 0.620
C 5.464 -1.258 0.804
C 4.369 -0.427 1.576
C 4.130 0.938 0.822
C 4.896 2.139 1.449
C 4.155 2.853 2.626
C 2.613 2.983 2.446
C 2.169 3.554 1.071
C 0.639 3.278 0.774
In 0.159 1.133 0.303
C 0.945 0.416 -1.679
Cl 0.945 -0.487 2.032
C -2.114 0.972 0.178
C -2.452 -0.320 -0.650
C -3.224 -1.427 0.143
C -2.675 -1.700 1.577
C -2.333 -3.204 1.817
N -0.978 -3.571 1.334
H 6.654 0.355 -0.110
H 7.590 -1.116 0.180
H 7.090 -0.032 1.598
H 5.627 -2.197 1.379
H 5.101 -1.484 -0.218
H 4.624 -0.286 2.640
H 3.428 -0.992 1.427
H 4.563 0.782 -0.193
H 3.054 1.107 0.665
H 5.841 1.734 1.874
H 5.204 2.906 0.712
H 4.558 3.894 2.667
H 4.381 2.421 3.624
H 2.177 1.979 2.642
H 2.160 3.641 3.220
H 2.270 4.666 1.088
H 2.797 3.177 0.238
H 0.040 3.712 1.606
H 0.411 3.894 -0.128
H 1.971 0.759 -1.929
H 0.237 0.642 -2.520
H 0.994 -0.699 -1.626
H -2.514 0.922 1.205
H -2.453 1.877 -0.370
H -3.102 -0.030 -1.508
H -1.561 -0.801 -1.103
H -4.296 -1.155 0.190
H -3.132 -2.378 -0.428
H -3.503 -1.471 2.285
H -1.834 -1.044 1.868
H -3.084 -3.806 1.267
H -2.405 -3.438 2.906
H -0.336 -3.323 2.083
H -0.951 -4.587 1.295
C -1.277 -0.446 -5.213
O -1.224 0.514 -4.469
N -0.666 -1.627 -4.914
N -1.950 -0.421 -6.404
H -0.692 -2.434 -5.506
H -0.164 -1.674 -4.044
H -2.409 0.434 -6.651
H -2.005 -1.201 -7.030
C -6.272 1.049 0.927
O -5.346 0.561 1.556
N -7.391 0.334 0.598
N -6.272 2.337 0.497
H -8.160 0.714 0.079
H -7.428 -0.622 0.896
H -5.466 2.891 0.717
H -7.025 2.751 -0.024
C -8.383 2.799 -2.898
O -7.626 2.857 -1.939
N -9.504 3.569 -2.995
N -8.162 1.960 -3.945
H -10.136 3.538 -3.771
H -9.694 4.199 -2.238
H -7.342 1.381 -3.903
H -8.763 1.893 -4.743
C 7.491 -5.517 2.343
O 7.982 -6.604 2.076
N 8.220 -4.368 2.380
N 6.169 -5.354 2.626
H 7.831 -3.469 2.592
H 9.199 -4.440 2.175
H 5.592 -6.173 2.608
H 5.753 -4.469 2.845
*
```

## Properties
DFT total energy in Eh: -2198.19840

Results of the Mulliken charge analysis, in e, for atoms 1 through 6:
1 C -1.172
2 C -0.228
3 C -0.607
4 C 1.336
5 C -0.679
6 C -0.914

***

Which value of DFT total energy does entry 1 give?
-3055.54877 Eh